Entry 1:
{
  "formula": "C5H12",
  "method": "wB97M-V/def2-TZVPD",
  "symbols": ["C", "C", "C", "C", "C", "H", "H", "H", "H", "H", "H", "H", "H", "H", "H", "H", "H"],
  "xyz": [[-2.22680, -0.62401, 0.16184], [-1.36768, 0.61118, -0.28443], [0.08761, 0.71684, 0.20139], [1.05920, -0.37668, -0.35850], [2.40491, -0.14870, 0.13489], [-3.14595, -0.76456, -0.60289], [-2.76987, -0.38784, 1.31737], [-1.47591, -1.60758, 0.26519], [-1.89598, 1.59190, -0.01661], [-1.49440, 0.47921, -1.39754], [0.04348, 0.64138, 1.32306], [0.42450, 1.68993, -0.03852], [0.85554, -1.42471, -0.05998], [1.07327, -0.27025, -1.46291], [3.18983, -0.69151, -0.53113], [2.46435, -0.38662, 1.24430], [2.77390, 0.95203, 0.10446]],
  "forces_ev_per_angstrom": [[-0.840, -0.622, 2.405], [-1.652, 0.061, -0.879], [-1.237, -2.551, 0.860], [-1.669, 0.729, -0.715], [4.165, 1.470, 0.824], [2.306, -0.046, 1.884], [1.703, -0.995, -3.351], [-2.438, 2.461, -0.380], [0.517, -1.401, -0.363], [0.913, 0.756, 0.758], [0.239, 0.107, -0.812], [0.727, 0.956, -0.335], [-0.732, 0.601, -0.438], [-0.306, -0.369, 0.458], [-1.169, 0.520, 1.626], [0.329, -0.151, -1.361], [-0.856, -1.525, -0.180]],
  "energy_ev": -5378.0021,
  "relative_energy_kcal_mol": 44.7,
  "smiles": "CCCCC",
  "homo_energy_ev": -10.7,
  "orbital_gap_ev": 11.9
}


Entry 2:
{
  "formula": "C5H8O2",
  "method": "wB97M-V/def2-TZVPD",
  "symbols": ["C", "C", "C", "O", "C", "O", "C", "H", "H", "H", "H", "H", "H", "H", "H"],
  "xyz": [[-1.06549, -1.19227, 0.71986], [0.27220, -0.67440, 0.21298], [0.56140, 0.84859, 0.45998], [-0.25597, 1.59408, 1.30793], [0.63377, 1.07314, -1.04349], [-0.46873, 0.52499, -1.74871], [0.51016, -0.36888, -1.26593], [-1.27612, -2.20812, 0.37173], [-1.90189, -0.55407, 0.41527], [-1.04526, -1.20817, 1.81636], [1.08435, -1.29915, 0.59613], [1.58550, 0.96669, 0.82101], [-1.14168, 1.61335, 0.92514], [1.40385, 1.57722, -1.61372], [1.27046, -0.73766, -1.93861]],
  "forces_ev_per_angstrom": [[-0.021, -0.036, -0.074], [0.033, -0.091, 0.161], [0.295, -0.020, 0.102], [-0.275, 0.154, -0.141], [0.493, 0.139, 0.095], [-0.037, 0.071, 0.052], [0.398, -0.197, -0.018], [0.073, 0.124, -0.003], [0.155, -0.095, -0.056], [-0.025, 0.012, -0.212], [-0.073, 0.126, 0.061], [-0.091, -0.030, 0.143], [0.055, 0.032, 0.075], [-0.409, 0.724, 0.108], [-0.571, -0.913, -0.294]],
  "energy_ev": -9407.0988,
  "relative_energy_kcal_mol": 63.0,
  "smiles": "C[C@@H]1[C@H](O)[C@@H]2O[C@H]12",
  "homo_energy_ev": -10.0,
  "orbital_gap_ev": 10.9
}


Entry 3:
{
  "formula": "C16H34N3O4P2",
  "method": "wB97M-V/def2-TZVPD",
  "symbols": ["O", "C", "C", "C", "O", "P", "O", "C", "C", "C", "C", "C", "C", "C", "H", "H", "H", "H", "H", "H", "H", "H", "H", "H", "H", "H", "H", "H", "H", "H", "O", "P", "N", "C", "C", "N", "C", "C", "N", "C", "C", "H", "H", "H", "H", "H", "H", "H", "H", "H", "H", "H", "H", "H", "H", "H", "H", "H", "H"],
  "xyz": [[0.17106, 6.76381, 1.98297], [0.01603, 5.56578, 1.12994], [-0.26651, 4.34325, 2.13110], [-0.37474, 2.91036, 1.42433], [0.72512, 2.48526, 0.56382], [0.06250, 1.98353, -0.97690], [-1.60546, 1.79738, -0.44773], [-1.80222, 2.38360, 0.86678], [-2.98964, 3.44977, 0.76529], [-4.08159, 3.45288, 1.86092], [-5.23908, 4.47952, 1.81065], [-5.28016, 5.51885, 0.67056], [-4.21202, 5.52808, -0.44888], [-3.07228, 4.47030, -0.38986], [-0.74404, 6.91353, 2.32254], [0.94083, 5.39240, 0.47660], [-0.84645, 5.80237, 0.42236], [-1.15191, 4.55424, 2.84325], [0.65798, 4.28935, 2.82478], [-0.20672, 2.19712, 2.32540], [1.38920, 2.17145, -1.55360], [-0.13997, 3.41085, -1.17787], [-0.46527, 1.67511, -2.30998], [0.35126, 0.58174, -0.82367], [-2.14744, 1.62592, 1.67220], [-4.03131, 2.67770, 2.69660], [-6.06296, 4.48588, 2.59951], [-6.10636, 6.30572, 0.63114], [-4.21540, 6.28424, -1.30078], [-2.24498, 4.44735, -1.18801], [1.08796, -1.85684, -1.07319], [2.00552, -3.05970, -0.79569], [1.56218, -3.90195, -2.20593], [0.97240, -5.21221, -2.34582], [1.86894, -3.29979, -3.49466], [1.08829, -3.55500, 0.57656], [-0.13552, -4.32949, 0.45423], [0.87620, -2.49321, 1.56402], [3.12714, -4.38622, -0.44341], [4.30881, -4.50494, -1.28969], [3.21472, -5.15990, 0.78341], [1.37917, -5.93585, -1.63421], [1.16054, -5.64191, -3.33636], [-0.11423, -5.16538, -2.22487], [2.76342, -3.76086, -3.93112], [2.06666, -2.22894, -3.40305], [1.03775, -3.40972, -4.19855], [-0.86223, -3.84343, -0.20476], [-0.60918, -4.48231, 1.42949], [0.07018, -5.33602, 0.08987], [0.05925, -1.82505, 1.27734], [1.78215, -1.89084, 1.67916], [0.64855, -2.91645, 2.54898], [4.20714, -5.36478, -1.96160], [5.23038, -4.62342, -0.71252], [4.44267, -3.61248, -1.90610], [2.41077, -5.90056, 0.82922], [3.17202, -4.52586, 1.67097], [4.15090, -5.72419, 0.85480]],
  "forces_ev_per_angstrom": [[-0.853, -0.527, -0.479], [-0.727, -0.178, 0.428], [1.061, 0.092, -0.864], [0.903, -1.832, 2.170], [-2.429, 0.865, 1.363], [1.190, -0.008, -2.792], [-0.157, 0.884, 3.167], [-0.689, 0.325, -0.948], [-2.221, 2.057, 0.308], [-0.277, 2.425, -2.692], [2.596, 0.157, -2.615], [2.304, -1.984, -0.153], [0.632, -2.994, 2.988], [-2.179, 0.341, 2.185], [1.181, -0.095, -0.340], [-1.212, 0.292, 1.315], [1.014, -0.743, 0.850], [1.077, -0.361, -1.412], [-1.360, 0.120, -1.148], [-0.507, 1.143, -0.995], [0.045, -0.084, 0.073], [-0.546, 0.266, -0.153], [0.107, 0.141, 0.126], [-0.243, 0.313, 0.743], [0.325, 0.872, -1.466], [-0.099, 1.232, -1.320], [1.360, -0.035, -1.228], [1.242, -1.326, 0.149], [-0.141, -1.156, 1.410], [-1.444, -0.071, 1.378], [3.976, 1.425, 0.003], [-6.216, -3.473, 0.050], [0.475, -0.006, -1.671], [0.437, -0.338, 0.250], [-0.244, 0.484, 0.109], [-0.126, -0.636, 1.856], [0.274, -0.221, -0.406], [0.246, 0.233, -0.184], [1.477, 1.763, 0.108], [-0.006, 0.058, -0.413], [0.094, 0.211, 0.737], [-0.056, 0.056, 0.159], [0.148, 0.225, 0.017], [-0.031, -0.086, 0.045], [-0.007, -0.115, -0.170], [-0.123, -0.086, 0.150], [0.021, 0.002, 0.026], [-0.170, -0.027, -0.061], [0.199, 0.299, 0.038], [-0.021, 0.000, -0.194], [0.073, 0.151, -0.014], [-0.121, 0.066, -0.063], [0.022, -0.196, -0.128], [0.077, -0.042, 0.010], [-0.103, 0.025, 0.050], [-0.077, -0.139, -0.041], [-0.117, 0.225, 0.065], [-0.148, -0.187, -0.021], [0.092, 0.196, -0.352]],
  "energy_ev": -48373.1384,
  "charge": -1,
  "homo_energy_ev": -3.7,
  "orbital_gap_ev": 5.3
}


Entry 4:
{
  "formula": "C4H14NO6",
  "method": "wB97M-V/def2-TZVPD",
  "symbols": ["O", "C", "N", "C", "C", "O", "C", "O", "H", "H", "H", "H", "H", "H", "H", "H", "H", "H", "O", "H", "H", "O", "H", "H", "O"],
  "xyz": [[-0.74128, 3.03844, -0.36238], [-1.13516, 1.94336, 0.08589], [-0.22973, 1.12549, 0.65842], [1.18525, 1.08777, 0.35662], [1.41016, 0.02711, -0.88438], [0.70189, -1.01174, -0.64863], [1.95638, 0.31933, 1.61702], [1.31277, -0.86491, 1.72839], [-2.27367, 1.73793, 0.09735], [-0.58611, 0.45134, 1.45510], [1.54670, 2.11933, 0.31244], [1.29138, 0.57146, -1.81250], [2.53527, -0.24336, -0.92967], [0.94943, -1.26647, 0.81068], [2.02860, 1.03279, 2.43951], [2.94849, -0.13686, 1.17663], [-0.52609, -1.86884, 1.76143], [-1.86199, -1.66280, 1.22681], [-1.38645, -2.33297, 1.69556], [-0.86697, -0.96968, -0.54236], [-2.31686, -1.42980, -1.15303], [-1.93606, -0.88047, -0.41549], [0.32018, -0.83468, -3.20307], [-0.79741, -0.97539, -2.36803], [-0.61119, -1.03194, -3.36383]],
  "forces_ev_per_angstrom": [[-1.003, -1.237, -0.438], [0.370, 2.670, 0.089], [-1.803, -2.490, 2.830], [1.735, -1.173, 1.025], [3.590, 3.774, 1.167], [-3.221, -3.912, -0.139], [0.916, 0.219, -5.279], [-2.647, -2.857, 2.255], [1.858, -0.358, 0.320], [0.994, 1.509, -2.669], [0.171, -0.232, -0.623], [-0.737, 0.299, -0.832], [-0.852, 0.607, 0.318], [1.209, 1.611, 0.336], [-0.069, -0.716, 0.591], [-0.640, 2.509, 0.978], [-0.292, -0.670, 0.414], [-0.990, 0.421, -1.037], [1.334, -0.240, 1.231], [-1.426, 0.325, 0.378], [0.455, 0.697, 1.299], [0.944, -0.747, -2.018], [0.369, -0.093, -0.755], [-0.291, -0.226, -1.884], [0.025, 0.307, 2.441]],
  "energy_ev": -18149.7296,
  "charge": -1,
  "relative_energy_kcal_mol": 95.6,
  "homo_energy_ev": -4.9,
  "orbital_gap_ev": 8.5
}